Formula: C5H10NO2
Source: OMol25
Level of theory: ωB97M-V/def2-TZVPD

The geometry in XYZ format:
```
18
C5H10NO2, DFT ωB97M-V/def2-TZVPD
C 0.900 0.288 -0.763
C 2.330 0.365 -1.137
C 3.249 0.033 -0.112
C 3.016 -0.273 1.229
N -1.631 -0.899 0.858
C -2.468 0.037 0.100
O -2.775 1.143 0.682
O -2.797 -0.289 -1.095
H 0.358 1.154 -0.786
H 0.385 -0.391 -1.409
H 0.953 -0.112 0.267
H 2.607 0.651 -2.170
H 2.709 -1.842 0.068
H 4.246 -0.003 -0.488
H -1.737 -0.795 1.883
H 3.897 -0.366 1.871
H 2.093 0.352 1.608
H -1.680 -1.887 0.559
```

**Total charge**: 0
**2S+1**: 2
**E_LUMO (spin up / spin down)**: 0.00 / -3.82 eV
**Frontier orbital gap (spin up / spin down)**: 7.723 / 3.918 eV
**Max |F|**: 5.23 eV/Å


Formula: C12H12I4NO2SY
Source: OMol25
Level of theory: ωB97M-V/def2-TZVPD

The geometry in XYZ format:
```
33
C12H12I4NO2SY, DFT ωB97M-V/def2-TZVPD
Y -0.126 0.029 0.951
I 1.197 2.249 -0.993
C 2.776 0.816 -0.896
I 3.042 0.088 1.100
H 3.698 1.303 -1.192
H 2.511 -0.022 -1.532
I 0.726 -2.268 -3.627
C 0.235 -3.187 -1.835
C 0.194 -4.599 -1.747
C -0.099 -5.233 -0.572
I -0.149 -7.311 -0.536
C -0.354 -4.464 0.602
C -0.638 -5.002 1.872
C -0.850 -4.174 2.947
C -0.775 -2.795 2.762
N -0.514 -2.238 1.586
C -0.310 -3.058 0.500
C -0.034 -2.418 -0.738
O -0.030 -1.066 -0.742
H 0.401 -5.178 -2.637
H -0.684 -6.077 1.991
H -1.066 -4.569 3.929
H -0.934 -2.126 3.601
C -3.849 2.296 2.597
S -3.246 1.940 0.962
C -4.479 0.781 0.416
O -1.992 1.057 1.213
H -3.992 1.369 3.150
H -4.792 2.832 2.484
H -3.125 2.945 3.085
H -5.418 1.326 0.312
H -4.575 -0.026 1.141
H -4.169 0.406 -0.558
```

**Total charge**: +2
**E_LUMO**: -6.69 eV
**Frontier orbital gap**: 6.610 eV
**Max |F|**: 0.14 eV/Å


Formula: C25H28N4O5S
Source: OMol25
Level of theory: ωB97M-V/def2-TZVPD

The geometry in XYZ format:
```
63
C25H28N4O5S, DFT ωB97M-V/def2-TZVPD
C -0.390 2.918 9.370
C -0.856 1.762 8.539
C 0.068 0.964 7.874
C -0.346 -0.097 7.083
C -1.702 -0.388 6.971
C -2.626 0.396 7.638
C -2.206 1.466 8.410
H -2.937 2.072 8.926
H -3.679 0.169 7.559
H -2.024 -1.231 6.377
C 0.678 -0.981 6.443
O 1.459 -1.634 7.110
N 0.654 -1.045 5.087
C -0.027 -0.114 4.222
H -0.751 0.466 4.796
C 0.988 0.827 3.569
H 0.480 1.521 2.898
H 1.491 1.402 4.349
C 2.048 0.029 2.788
C 1.434 -0.527 1.553
N 1.150 0.151 0.483
C 0.597 -0.784 -0.347
N 0.552 -1.972 0.200
O 1.092 -1.815 1.435
C 0.120 -0.479 -1.683
C -0.472 -1.474 -2.460
C -0.921 -1.170 -3.732
C -0.772 0.117 -4.214
C -0.189 1.113 -3.453
C 0.257 0.818 -2.179
H 0.714 1.569 -1.555
H -0.106 2.104 -3.869
S -1.306 0.526 -5.873
O -1.952 1.805 -5.862
O -2.019 -0.597 -6.416
N 0.202 0.728 -6.590
C 0.828 -0.509 -7.012
H 0.593 -1.274 -6.271
C 0.331 -0.935 -8.398
H 0.906 -1.783 -8.773
O 0.504 0.103 -9.338
C -0.198 1.264 -8.949
H -0.024 2.002 -9.733
C 0.298 1.772 -7.594
H -0.310 2.608 -7.250
H 1.348 2.075 -7.663
H -1.274 1.047 -8.874
H -0.731 -1.207 -8.324
H 1.911 -0.344 -7.035
H -1.396 -1.908 -4.359
H -0.572 -2.467 -2.052
H 2.822 0.726 2.449
C 2.671 -1.042 3.689
C 1.608 -1.886 4.396
H 2.078 -2.529 5.142
H 1.071 -2.507 3.673
H 3.322 -1.694 3.107
H 3.277 -0.540 4.445
H -0.565 -0.679 3.452
H 1.125 1.167 7.974
H -1.189 3.285 10.010
H -0.065 3.736 8.726
H 0.454 2.627 9.991
```

**Structure (SMILES)**: Cc1cccc(C(=O)N2CCC(c3nc(-c4ccc(S(=O)(=O)N5CCOCC5)cc4)no3)CC2)c1
**Total charge**: 0
**E_LUMO**: -0.12 eV
**Frontier orbital gap**: 8.984 eV
**Max |F|**: 1.36 eV/Å


Formula: CHBrClNO
Source: OMol25
Level of theory: ωB97M-V/def2-TZVPD

The geometry in XYZ format:
```
6
CHBrClNO, DFT ωB97M-V/def2-TZVPD
C 2.172 1.305 -0.121
N -0.062 0.598 0.952
O 2.324 2.374 -0.491
Cl -1.298 1.537 0.287
Br 3.236 -0.170 0.124
H 0.112 -0.378 0.400
```

**Total charge**: 0
**E_LUMO (spin up / spin down)**: -0.92 / -0.92 eV
**Frontier orbital gap (spin up / spin down)**: 8.971 / 7.690 eV
**Max |F|**: 3.24 eV/Å


Formula: C21H37N4O8S
Source: OMol25
Level of theory: ωB97M-V/def2-TZVPD

The geometry in XYZ format:
```
71
C21H37N4O8S, DFT ωB97M-V/def2-TZVPD
C 1.117 4.377 0.742
C 0.518 3.312 1.663
O -0.156 2.268 0.935
N 0.528 1.072 0.989
C 1.737 1.049 0.394
C 2.476 -0.109 0.337
C 3.774 -0.126 -0.408
C 3.453 -0.250 -1.954
N 2.031 -0.509 -2.153
N 4.125 -1.352 -2.603
N 3.795 1.019 -2.627
C 1.956 -1.253 0.961
C 2.708 -2.540 0.944
O 3.215 -2.850 -0.085
O 2.760 -3.301 2.045
C 2.309 -4.636 1.621
C 0.699 -1.181 1.564
O 0.180 -2.319 2.118
C -0.047 0.008 1.581
C -1.426 -0.014 2.186
C -1.912 1.212 2.986
C -3.318 1.709 2.555
C -4.306 0.546 2.573
C -3.346 2.557 1.259
C -3.802 1.873 -0.041
C -2.729 1.146 -0.810
C -2.833 0.793 -2.150
C -2.964 -0.649 -2.566
C -2.766 1.782 -3.274
H 0.762 5.375 0.974
H 0.968 4.117 -0.302
H 2.196 4.406 0.902
H -0.242 3.787 2.286
H 1.238 2.895 2.363
H 2.101 1.944 -0.085
H 4.319 -1.026 -0.173
H 4.396 0.746 -0.206
H 1.541 0.377 -2.228
H 1.889 -0.984 -3.040
H 5.080 -1.128 -2.842
H 4.046 -2.228 -2.094
H 4.673 1.349 -2.235
H 3.946 0.820 -3.610
H 1.403 -4.523 1.024
H 3.051 -5.134 1.005
H 2.088 -5.263 2.482
H 0.476 -2.360 3.035
H -1.439 -0.876 2.842
H -2.104 -0.272 1.374
H -1.204 2.031 3.030
H -2.048 0.876 4.016
H -3.618 2.374 3.369
H -4.304 0.022 3.526
H -4.182 -0.139 1.738
H -5.312 0.961 2.464
H -4.045 3.377 1.442
H -2.389 3.040 1.078
H -4.646 1.196 0.081
H -4.163 2.673 -0.710
H -1.799 0.923 -0.296
H -2.092 -0.963 -3.158
H -3.834 -0.742 -3.215
H -2.988 -1.310 -1.708
H -3.505 1.582 -4.054
H -2.793 2.809 -2.912
H -1.781 1.634 -3.725
O 0.516 -6.200 -3.018
S 1.310 -5.213 -2.256
O 0.654 -4.953 -0.933
O 1.371 -3.914 -2.998
O 2.689 -5.719 -2.017
```

**Total charge**: -1
**E_LUMO**: 0.73 eV
**Frontier orbital gap**: 2.651 eV
**Max |F|**: 2.61 eV/Å


Formula: CH2O3S
Source: OMol25
Level of theory: ωB97M-V/def2-TZVPD

The geometry in XYZ format:
```
7
CH2O3S, DFT ωB97M-V/def2-TZVPD
C 0.320 -0.005 0.246
O -2.266 0.509 0.461
O -0.350 -1.282 0.217
O 1.515 0.068 -0.440
S -1.309 -0.137 -0.417
H 0.564 0.459 1.279
H 1.525 0.387 -1.347
```

**Total charge**: 0
**E_LUMO**: 0.31 eV
**Frontier orbital gap**: 10.493 eV
**Max |F|**: 2.28 eV/Å


Please write out number 1 again, unchanged.
Formula: C5H10NO2
Source: OMol25
Level of theory: ωB97M-V/def2-TZVPD

The geometry in XYZ format:
```
18
C5H10NO2, DFT ωB97M-V/def2-TZVPD
C 0.900 0.288 -0.763
C 2.330 0.365 -1.137
C 3.249 0.033 -0.112
C 3.016 -0.273 1.229
N -1.631 -0.899 0.858
C -2.468 0.037 0.100
O -2.775 1.143 0.682
O -2.797 -0.289 -1.095
H 0.358 1.154 -0.786
H 0.385 -0.391 -1.409
H 0.953 -0.112 0.267
H 2.607 0.651 -2.170
H 2.709 -1.842 0.068
H 4.246 -0.003 -0.488
H -1.737 -0.795 1.883
H 3.897 -0.366 1.871
H 2.093 0.352 1.608
H -1.680 -1.887 0.559
```

**Total charge**: 0
**2S+1**: 2
**E_LUMO (spin up / spin down)**: 0.00 / -3.82 eV
**Frontier orbital gap (spin up / spin down)**: 7.723 / 3.918 eV
**Max |F|**: 5.23 eV/Å